[1]
Molecular formula: C5H9OP
Method: DFT, ωB97M-V/def2-TZVPD

Results
Gap between HOMO and LUMO (alpha / beta)   8.9 / 8.9 eV
Calculated total energy   -16664.089 eV
Relative energy (zero: lowest compared OMol25 entry of this formula, charge and spin)   270.3 kJ/mol

Bonds (Å) are listed after each position.
Atoms and positions in Å:
1 C -0.12312 0.70861 1.29209  C2 1.554, C3 1.494, H8 1.028, H9 1.137
2 C -0.43681 1.15855 -0.16190  C1 1.554, C4 1.442, H10 1.028
3 C 0.85304 -0.21875 0.64448  C1 1.494, C5 1.437, P7 1.822
4 C -1.41177 0.60185 -1.06710  C2 1.442, H11 1.209, H12 1.057, H13 1.174
5 C 0.58105 -1.57246 0.24558  C3 1.437, H14 1.061, H15 1.179, H16 1.161
6 O 2.95071 -0.34324 -1.00968  P7 1.489
7 P 2.24331 0.64845 -0.15291  C3 1.822, O6 1.489
8 H 0.20089 1.38386 1.99679  C1 1.028
9 H -1.00980 0.29816 1.87432  C1 1.137
10 H -0.10662 2.03503 -0.58479  C2 1.028
11 H -1.69722 -0.54073 -0.79532  C4 1.209
12 H -1.02783 0.61348 -2.05230  C4 1.057
13 H -2.39771 1.16985 -0.77749  C4 1.174
14 H 1.33700 -2.10022 -0.27889  C5 1.061
15 H -0.36050 -1.75007 -0.44110  C5 1.179
16 H 0.40538 -2.09236 1.26821  C5 1.161

=====

[2]
Molecular formula: C5H9OS
Method: DFT, ωB97M-V/def2-TZVPD

Results
Gap between HOMO and LUMO (alpha / beta)   3.2 / 5.7 eV
Total charge   -1
Calculated total energy   -18210.300 eV
Multiplicity   3

Bonds (Å) are listed after each position.
Atoms and positions in Å:
1 C 0.52898 -0.33334 -1.63609  C5 1.741, O6 1.252, S7 1.667
2 C -1.47919 0.23558 -0.04109  C5 1.511, H8 1.127, H9 1.113, H10 1.177
3 C 0.25671 -1.26070 0.84996  C5 1.583, H11 1.093, H12 1.074, H13 1.160
4 C 0.74668 1.21838 0.54505  C5 1.491, H14 1.174, H15 1.113, H16 1.128
5 C 0.01974 0.04370 -0.01471  C1 1.741, C2 1.511, C3 1.583, C4 1.491
6 O -0.46311 -0.38576 -2.39821  C1 1.252
7 S 2.16411 -0.36032 -1.95730  C1 1.667
8 H -1.93294 -0.39628 -0.85707  C2 1.127
9 H -1.75487 1.25598 -0.39052  C2 1.113
10 H -1.75886 0.06247 1.08948  C2 1.177
11 H 0.18429 -1.01771 1.91315  C3 1.093
12 H 1.23756 -1.63115 0.61616  C3 1.074
13 H -0.47007 -2.04460 0.40033  C3 1.160
14 H 0.00776 2.10750 0.34243  C4 1.174
15 H 1.04640 1.05838 1.60487  C4 1.113
16 H 1.66679 1.44787 -0.06644  C4 1.128

=====

[3]
Molecular formula: C5H9OS2
Method: DFT, ωB97M-V/def2-TZVPD

Results
Gap between HOMO and LUMO   6.9 eV
Total charge   -1
Calculated total energy   -29048.500 eV
SMILES   CC[C@@H](SC)C([O-])=S
Relative energy (zero: lowest compared OMol25 entry of this formula, charge and spin)   60.3 kJ/mol

Bonds (Å) are listed after each position.
Atoms and positions in Å:
1 C -1.23984 -0.60742 -1.76161  C2 1.523, H9 1.192, H10 1.008, H11 1.201
2 C -0.82557 0.46709 -0.76470  C1 1.523, C3 1.468, H12 1.022, H13 1.169
3 C 0.58951 0.19916 -0.48021  C2 1.468, S4 1.764, C6 1.882, H14 1.206
4 S 1.20176 1.47905 0.56754  C3 1.764, C5 1.824
5 C 0.64486 1.18506 2.27928  S4 1.824, H15 1.017, H16 0.977, H17 1.022
6 C 0.90356 -1.53461 0.18049  C3 1.882, O7 1.206, S8 1.639
7 O 0.14540 -1.72053 1.09918  C6 1.206
8 S 2.16786 -2.37570 -0.43673  C6 1.639
9 H -1.04870 -1.69127 -1.30268  C1 1.192
10 H -0.70251 -0.38237 -2.58445  C1 1.008
11 H -2.41261 -0.58773 -2.02099  C1 1.201
12 H -1.37403 0.35904 0.09080  C2 1.022
13 H -0.96048 1.56936 -1.13130  C2 1.169
14 H 1.28993 0.18368 -1.46157  C3 1.206
15 H 1.39971 1.37607 2.93392  C5 1.017
16 H 0.35418 0.25506 2.34669  C5 0.977
17 H -0.13301 1.82607 2.44634  C5 1.022